Here is a cluster of 3 separate species, C5H16NO2 in total in a non-equilibrium geometry from the Open Molecules 2025 dataset. Energies are from ωB97M-V/def2-TZVPD.

Summary:
HOMO, eV: -14.334
Net charge: +1
E_tot, eV: -11021.78325
Relative energy (zero: lowest compared OMol25 entry of this formula, charge and spin), kJ/mol: 202.35
F_max, eV Å⁻¹: 2.768

Geometry (Å):
C  -2.84943  0.06702  -1.70983
C  -1.43030  -0.29814  -2.01288
C  -0.57359  -0.59872  -0.74362
C  -0.64058  0.63761  0.17677
C  1.14846  1.94986  1.36886
N  0.68469  1.38786  0.32247
H  -3.66019  -0.33514  -2.29514
H  -3.24108  0.03986  -0.66662
H  -3.01884  1.11919  -1.99194
H  -1.32253  -1.24956  -2.58963
H  -0.97365  0.51596  -2.62426
H  -1.06055  -1.40953  -0.15092
H  0.41907  -0.97094  -1.08876
H  -1.25201  1.39708  -0.35314
H  -0.92122  0.37654  1.21522
H  2.09707  2.50456  1.27742
H  0.67809  2.12255  2.33498
H  1.28383  1.26303  -0.53896
H  3.61585  0.40945  1.43707
H  3.61075  0.88465  2.91086
O  3.04746  0.75641  2.13671
H  1.76364  -3.97983  1.74707
H  0.88823  -3.37510  0.67484
O  1.70685  -3.21466  1.16344


Here is an isolated molecule of C3H4ClFS in a non-equilibrium geometry from the Open Molecules 2025 dataset. Energies are from ωB97M-V/def2-TZVPD.

Summary:
HOMO, eV: -9.404
Net charge: 0
E_tot, eV: -29249.60000
Relative energy (zero: lowest compared OMol25 entry of this formula, charge and spin), kJ/mol: 96.22
SMILES string: C[C@](F)(Cl)C=S
F_max, eV Å⁻¹: 4.941

Geometry (Å):
C  0.40069  1.11376  -0.47500
C  0.32990  -0.23125  0.18387
F  0.34194  -0.05165  1.57792
Cl  1.90366  -1.19349  -0.23539
C  -0.92081  -1.10245  0.32841
S  -2.41417  -0.75586  -0.16175
H  0.44564  0.96007  -1.52849
H  1.25617  1.75194  -0.16847
H  -0.58581  1.49773  -0.28253
H  -0.75720  -1.98880  0.76143


Here is a structure of composition C27H29Br2N5O4RuS from the Open Molecules 2025 dataset. Energies are from ωB97M-V/def2-TZVPD.

Summary:
HOMO (alpha / beta), eV: -13.387 / -13.501
Net charge: +2
E_tot, eV: -197597.76220
F_max, eV Å⁻¹: 0.470

Geometry (Å):
Ru  0.13947  -0.84309  -0.43433
C  3.67574  6.11292  -0.24341
C  2.86153  4.90691  0.11416
C  2.45581  4.68780  1.43064
C  1.72059  3.56841  1.77453
C  1.39768  2.65705  0.77429
C  1.78364  2.84600  -0.55219
C  2.51112  3.97350  -0.86782
S  0.49172  1.25138  1.20031
O  -0.07645  1.38134  2.49778
O  1.32251  0.00062  0.97520
N  -0.56862  0.90305  0.00127
C  -1.67975  1.69040  -0.36139
C  -2.07431  2.80441  0.37371
C  -3.13190  3.55128  -0.11864
C  -3.74594  3.16349  -1.29894
C  -3.28247  2.02187  -1.93615
N  -2.26946  1.28689  -1.48131
H  3.49704  6.93279  0.44942
H  3.45772  6.45284  -1.25447
H  4.73927  5.86815  -0.19918
H  2.71493  5.40777  2.19575
H  1.39905  3.40128  2.79330
H  1.50980  2.13330  -1.32102
H  2.81020  4.14456  -1.89400
H  -1.58406  3.07777  1.29737
H  -3.46832  4.42852  0.41728
H  -4.56512  3.72797  -1.72018
H  -3.73848  1.68615  -2.86058
C  -0.00353  -4.35060  0.57322
C  1.31647  -3.77639  0.17626
C  2.48957  -4.51357  0.43136
C  3.71674  -4.04542  0.05693
C  3.80503  -2.82179  -0.63661
C  4.98871  -2.26220  -1.19115
Br  6.63724  -3.09535  -0.92154
C  4.94238  -1.11902  -1.95843
C  3.72812  -0.47467  -2.20641
Br  3.66581  1.02216  -3.31344
C  2.56030  -0.95061  -1.62277
O  1.36486  -0.40793  -1.80208
C  2.60544  -2.13225  -0.84282
N  1.38611  -2.58292  -0.40980
H  0.04309  -5.43680  0.53058
H  -0.79716  -4.00480  -0.08285
H  -0.24965  -4.05897  1.59537
H  2.39511  -5.46967  0.92637
H  4.61168  -4.61878  0.25784
H  5.85038  -0.72112  -2.38892
C  -4.27675  -1.26752  -0.72743
N  -2.89341  -1.69673  -0.49076
C  -2.09045  -1.90896  -1.67476
C  -2.35883  -1.77269  0.74633
O  -1.08940  -1.66069  0.91638
N  -3.10973  -1.94806  1.82775
C  -4.35953  -2.71067  1.84067
C  -2.53111  -1.66854  3.14586
H  -4.26710  -0.52727  -1.52372
H  -4.67012  -0.79484  0.16735
H  -4.92004  -2.09761  -1.01681
H  -1.88945  -2.96087  -1.87531
H  -1.10203  -1.38169  -1.74979
H  -2.59904  -1.46254  -2.52445
H  -4.51515  -3.21301  0.89165
H  -5.21358  -2.07320  2.06640
H  -4.27834  -3.47015  2.61759
H  -1.81512  -0.85513  3.07934
H  -2.03849  -2.55399  3.54974
H  -3.34197  -1.38040  3.81147


Here is a structure of composition C40H41As2ClN3O11Ti in a non-equilibrium geometry from the Open Molecules 2025 dataset. Energies are from ωB97M-V/def2-TZVPD.

Summary:
Multiplicity: 3
HOMO (alpha / beta), eV: -9.585 / -10.065
Net charge: +1
E_tot, eV: -226450.23775
Relative energy (zero: lowest compared OMol25 entry of this formula, charge and spin), kJ/mol: 0.00
F_max, eV Å⁻¹: 1.900

Geometry (Å):
Ti  0.61215  0.18792  -1.35711
C  3.62882  -0.91824  0.09557
C  3.84611  0.16251  -0.91877
C  5.14910  0.53040  -1.26868
C  5.35864  1.51315  -2.20942
C  4.26039  2.16576  -2.75817
C  3.00028  1.79972  -2.32829
N  2.79700  0.77855  -1.46653
C  1.79654  2.52626  -2.80548
C  1.84016  3.74068  -3.47930
C  0.64863  4.37982  -3.77887
C  -0.55800  3.81040  -3.41503
C  -0.53720  2.57730  -2.77316
N  0.61822  1.97312  -2.52216
C  -1.75051  1.79865  -2.40395
C  -3.03270  2.25554  -2.64876
C  -4.09823  1.40900  -2.38873
C  -3.84764  0.12823  -1.93552
C  -2.53938  -0.27206  -1.68558
C  -2.21690  -1.66241  -1.24353
N  -1.52096  0.57562  -1.88051
H  3.88752  -0.55238  1.09217
H  4.25872  -1.77724  -0.13041
H  2.58685  -1.24543  0.12798
H  5.97491  0.01591  -0.80294
H  6.35908  1.78015  -2.51391
H  4.39901  2.94222  -3.49143
H  2.77759  4.20261  -3.74153
H  0.66243  5.33100  -4.29021
H  -1.48261  4.31486  -3.63803
H  -3.20823  3.24190  -3.04326
H  -5.11103  1.73954  -2.56884
H  -4.65095  -0.57314  -1.77245
H  -3.11626  -2.19044  -0.93585
H  -1.51364  -1.65972  -0.40643
H  -1.76191  -2.21783  -2.06813
C  1.72716  4.36729  0.26146
O  2.00512  3.30291  1.16565
C  1.41058  2.12932  0.93475
O  0.73246  1.98681  -0.14684
C  1.54313  1.11445  1.86385
C  1.69578  1.28636  3.27995
As  0.48863  2.61845  3.95709
C  -0.04082  1.98664  5.73384
C  -1.13434  1.92077  3.00994
C  -1.29135  0.98278  2.07133
As  0.18706  -0.04277  1.31877
C  0.15842  -1.68335  2.36656
C  -2.66696  0.66831  1.60991
O  -3.46689  1.47801  1.22104
O  -2.90181  -0.64513  1.68749
C  -4.27301  -1.03532  1.53305
C  -2.35693  2.61048  3.55908
O  -3.03041  2.10430  4.41034
O  -2.55591  3.88134  3.19861
C  -1.88562  4.38913  2.04421
C  2.46875  0.28958  4.00347
O  3.03841  -0.63791  3.46636
O  2.50056  0.50361  5.32646
C  3.26850  -0.44181  6.07212
H  1.93151  5.28033  0.81335
H  0.68892  4.34170  -0.06979
H  2.38401  4.30927  -0.60905
H  0.75931  2.24186  6.42406
H  -0.22113  0.91490  5.75402
H  -0.94854  2.51985  6.01251
H  -0.11820  -1.46114  3.39903
H  1.15490  -2.12765  2.34804
H  -0.57819  -2.36261  1.93576
H  -4.26599  -2.11962  1.48691
H  -4.69855  -0.59871  0.62869
H  -4.84258  -0.69593  2.39717
H  -2.35492  5.34754  1.84189
H  -2.03362  3.71832  1.19918
H  -0.82151  4.53675  2.24217
H  3.16715  -0.14654  7.11138
H  4.31144  -0.40852  5.76420
H  2.88292  -1.44805  5.91973
C  -2.38144  -5.31013  -3.94213
C  -1.80002  -5.43147  -2.56565
C  -2.34961  -6.28082  -1.61944
C  -1.79213  -6.38881  -0.35370
Cl  -2.50745  -7.46412  0.80472
C  -0.68102  -5.64604  -0.00665
C  -0.12089  -4.78008  -0.93789
C  -0.67131  -4.68667  -2.20503
O  -0.20975  -3.83405  -3.18817
C  1.11695  -3.34503  -3.12634
C  1.04503  -1.96956  -2.50161
O  0.90701  -1.85766  -1.23165
O  0.99946  -0.91941  -3.18240
H  -3.29026  -5.90070  -4.02711
H  -1.67358  -5.65723  -4.69320
H  -2.61564  -4.27455  -4.18504
H  -3.21854  -6.87147  -1.87009
H  -0.25853  -5.73239  0.98285
H  0.72185  -4.16891  -0.64984
H  1.47791  -3.26856  -4.15165
H  1.76852  -4.00027  -2.54242